# 1
Density functional theory data (the ωB97M-V functional and the def2-TZVPD basis) for a molecular structure, C32H51N4OP2SV.

Last column: Mulliken charge in e.
CARTESIAN COORDINATES (ANGSTROEM)
C  1.871  -1.896  -1.693  -0.408
C  1.699  0.384  -2.504  -0.724
C  2.804  -2.209  -2.646  -0.689
C  2.567  -0.023  -3.603  -0.823
C  3.110  -1.295  -3.643  -0.962
H  3.303  -3.149  -2.575  0.616
H  2.718  0.684  -4.436  0.482
H  3.831  -1.528  -4.423  0.432
N  1.290  -0.676  -1.644  1.604
P  -0.177  -2.503  0.055  0.991
P  0.823  2.325  -0.755  0.633
C  1.440  -2.905  -0.644  -1.536
H  1.392  -3.925  -1.080  0.722
H  2.210  -3.017  0.163  0.609
C  1.204  1.668  -2.356  -0.712
H  1.069  2.320  -3.285  0.333
C  -0.523  3.710  -0.875  2.242
C  2.564  3.048  -0.540  2.288
C  -1.389  -3.246  -1.201  2.299
C  -0.226  -3.455  1.690  2.220
C  -1.843  3.244  -0.283  -1.599
H  -1.753  2.907  0.767  0.267
H  -2.556  4.096  -0.323  0.601
H  -2.317  2.433  -0.854  0.263
C  -0.085  4.942  -0.067  -1.915
H  0.090  4.693  0.988  0.304
H  0.807  5.436  -0.472  0.252
H  -0.906  5.676  -0.097  0.553
C  -0.764  4.064  -2.322  -1.694
H  -1.533  4.869  -2.343  0.523
H  0.119  4.476  -2.846  0.224
H  -1.143  3.187  -2.882  0.312
C  2.713  3.574  0.892  -1.655
H  2.353  2.834  1.629  0.161
H  3.789  3.743  1.079  0.511
H  2.174  4.520  1.052  0.310
C  3.609  1.996  -0.796  -1.650
H  3.529  1.109  -0.138  0.107
H  3.597  1.635  -1.833  0.410
H  4.611  2.457  -0.667  0.666
C  2.744  4.150  -1.618  -1.539
H  2.086  4.048  -2.485  0.157
H  2.621  5.161  -1.216  0.361
H  3.758  4.053  -2.011  0.434
C  -1.634  -3.336  2.276  -1.634
H  -1.617  -3.651  3.339  0.479
H  -2.020  -2.297  2.242  0.121
H  -2.353  -3.996  1.761  0.298
C  0.774  -2.776  2.649  -1.630
H  1.805  -2.795  2.270  0.302
H  0.488  -1.737  2.868  0.104
H  0.764  -3.329  3.602  0.662
C  0.154  -4.919  1.541  -1.578
H  0.384  -5.326  2.550  0.517
H  -0.665  -5.537  1.141  0.339
H  1.053  -5.084  0.913  0.201
C  -1.103  -2.769  -2.607  -2.006
H  -1.773  -3.325  -3.315  0.634
H  -1.343  -1.697  -2.775  0.274
H  -0.054  -2.925  -2.946  0.264
C  -2.816  -2.812  -0.822  -1.421
H  -2.917  -1.715  -0.788  -0.013
H  -3.503  -3.194  -1.599  0.528
H  -3.159  -3.215  0.146  0.252
C  -1.321  -4.789  -1.244  -1.612
H  -0.297  -5.163  -1.393  0.259
H  -1.770  -5.271  -0.362  0.288
H  -1.914  -5.115  -2.112  0.538
V  0.061  -0.055  -0.020  -0.576
C  1.466  -0.162  1.124  0.130
O  2.450  -0.243  1.775  -0.459
N  -1.704  0.117  -1.310  -0.032
C  -1.656  0.664  -2.384  0.010
C  -1.922  0.894  -3.738  0.272
C  -3.318  0.777  -3.911  -0.897
C  -1.087  1.150  -4.881  0.432
C  -3.915  0.890  -5.171  -0.900
H  -3.885  0.604  -3.003  0.394
C  -1.742  1.243  -6.135  -0.942
H  0.016  1.235  -4.802  0.405
C  -3.117  1.121  -6.276  -0.409
H  -4.984  0.792  -5.169  0.420
H  -1.147  1.422  -7.036  0.421
H  -3.600  1.194  -7.242  0.429
N  -1.284  -0.475  4.324  -0.332
C  -0.836  0.351  3.263  0.365
N  0.223  1.082  3.648  -0.266
S  -1.571  0.324  1.749  -0.501
H  -0.994  -0.295  5.276  0.209
H  -2.293  -0.849  4.198  0.332
H  0.742  1.654  2.890  0.135
H  0.652  1.041  4.550  0.215

Results
orbital gap (alpha / beta)	6.19 / 5.69	eV
2S+1	4
⟨S²⟩	3.773
ΔE to the lowest compared entry with this formula, charge and spin	1.036	eV
net charge	+1
lowest unoccupied orbital energy (alpha / beta)	-2.7 / -3.2	eV


# 2
Density functional theory data (the ωB97M-V functional and the def2-TZVPD basis) for a molecular structure, C32H52F30N8O21S10.

Last column: Mulliken charge in e.
CARTESIAN COORDINATES (ANGSTROEM)
C  -2.520  -1.932  -1.929  -0.505
C  -2.087  -1.831  -3.355  -0.100
C  -3.229  -2.349  -4.369  -1.223
O  -4.067  -1.211  -4.780  -0.293
C  -4.558  -1.320  -6.089  -0.876
N  -1.497  -0.449  -3.734  0.494
H  -0.876  -0.161  -2.992  -0.495
H  -1.076  -0.386  -4.650  0.459
H  -2.193  0.275  -3.835  0.507
H  -3.431  -1.343  -1.818  0.042
H  -1.653  -1.605  -1.355  -0.089
H  -2.625  -3.011  -1.819  0.593
H  -1.303  -2.585  -3.419  0.521
H  -3.881  -3.144  -4.006  0.561
H  -2.562  -2.769  -5.123  0.554
H  -3.756  -0.998  -6.753  0.327
H  -5.179  -0.548  -6.542  0.296
H  -4.947  -2.311  -6.321  0.311
C  2.193  1.378  3.564  -1.069
C  2.124  -0.143  3.341  -0.489
C  0.701  -0.719  3.395  0.409
N  0.627  -2.233  3.771  0.813
C  1.200  -3.161  2.607  -1.253
C  0.241  -3.264  1.390  0.605
C  -1.090  -3.900  1.805  -1.446
C  -1.629  -2.845  2.779  1.146
C  -0.913  -2.548  4.065  -1.324
C  1.331  -2.562  5.120  -1.151
H  1.940  1.535  4.612  0.347
H  1.403  1.873  3.000  -0.107
H  3.091  1.949  3.331  0.340
H  2.812  -0.717  3.961  0.437
H  2.523  -0.273  2.335  0.004
H  0.269  -0.685  2.395  -0.475
H  0.204  -0.048  4.096  0.230
H  2.197  -2.827  2.321  0.366
H  1.206  -4.138  3.092  0.537
H  0.049  -2.311  0.898  -0.457
H  0.561  -3.981  0.633  0.576
H  -1.776  -4.235  1.027  0.571
H  -0.903  -4.799  2.393  0.425
H  -1.713  -1.903  2.237  -0.677
H  -2.619  -3.163  3.106  0.593
H  -1.351  -1.677  4.552  0.431
H  -0.902  -3.447  4.683  0.414
H  1.009  -3.566  5.394  0.472
H  1.128  -1.886  5.951  0.332
H  2.418  -2.638  5.086  0.388
C  2.182  4.605  -4.220  -1.611
C  1.794  5.151  -2.892  0.225
C  2.918  5.627  -1.867  -0.412
N  2.354  6.242  -0.568  0.587
C  3.519  6.777  0.319  -0.663
C  4.281  5.575  0.882  -0.759
C  3.449  4.663  1.824  -0.737
C  2.246  4.232  1.003  1.731
C  1.454  5.395  0.351  -1.411
C  1.637  7.535  -0.911  -1.107
H  1.387  4.422  -4.943  0.416
H  2.670  3.630  -4.208  0.229
H  2.814  5.299  -4.773  0.415
H  1.273  4.373  -2.335  -0.115
H  1.031  5.857  -3.222  0.246
H  3.574  6.400  -2.267  0.541
H  3.569  4.761  -1.738  0.264
H  4.267  7.340  -0.240  0.422
H  3.144  7.326  1.183  0.396
H  4.825  5.128  0.049  0.243
H  5.007  6.109  1.494  0.538
H  3.977  3.753  2.110  0.371
H  3.258  5.343  2.654  0.300
H  2.455  3.448  0.276  -0.240
H  1.561  3.772  1.716  -0.871
H  0.518  5.167  -0.158  0.656
H  1.109  5.977  1.206  0.274
H  0.765  7.385  -1.547  0.271
H  2.365  8.156  -1.432  0.429
H  1.227  7.992  -0.010  0.431
C  -2.013  1.745  7.828  0.548
F  -3.110  2.449  8.167  -0.233
F  -1.312  1.510  8.871  -0.192
F  -2.475  0.576  7.319  -0.216
S  -1.028  2.684  6.461  1.096
O  -0.482  3.852  7.129  -0.674
O  -0.080  1.693  5.952  -0.520
N  -2.206  3.195  5.301  -0.640
S  -1.460  3.068  3.948  1.030
O  -0.088  3.651  3.909  -0.721
O  -1.651  1.780  3.291  -0.222
C  -2.423  4.290  2.797  0.253
F  -2.440  5.508  3.384  -0.256
F  -1.819  4.349  1.623  -0.096
F  -3.719  3.896  2.691  -0.226
C  -0.512  -5.311  -3.334  0.674
F  0.069  -4.240  -2.748  -0.108
F  -1.774  -5.006  -3.650  -0.218
F  0.196  -5.666  -4.419  -0.207
S  -0.366  -6.898  -2.208  0.962
O  1.007  -7.235  -2.608  -0.568
O  -0.572  -6.476  -0.830  -0.397
N  -1.577  -7.979  -2.849  -0.087
S  -1.071  -9.308  -2.369  0.969
O  -0.374  -10.002  -3.442  -0.468
O  -0.534  -9.434  -1.028  -0.469
C  -2.716  -10.345  -2.227  0.609
F  -2.340  -11.608  -1.869  -0.195
F  -3.517  -9.843  -1.256  -0.183
F  -3.395  -10.426  -3.450  -0.212
C  8.211  2.940  -5.116  0.613
F  7.471  3.996  -5.297  -0.215
F  8.831  2.545  -6.321  -0.241
F  9.185  3.270  -4.271  -0.231
S  7.095  1.488  -4.462  1.032
O  5.765  1.585  -4.976  -0.548
O  7.775  0.322  -4.926  -0.687
N  7.277  1.668  -2.751  -0.555
S  5.826  1.438  -2.313  0.996
O  5.012  2.658  -2.455  -0.539
O  5.111  0.261  -2.772  -0.598
C  6.079  1.170  -0.396  0.527
F  4.855  0.836  0.139  -0.205
F  6.934  0.188  -0.164  -0.230
F  6.571  2.255  0.146  -0.230
C  -6.264  -0.943  0.328  0.594
F  -5.978  0.371  0.226  -0.212
F  -7.596  -1.185  0.512  -0.224
F  -5.971  -1.443  -0.908  -0.195
S  -5.160  -1.873  1.630  1.050
O  -4.041  -2.456  0.964  -0.311
O  -4.842  -0.882  2.671  -0.711
N  -6.256  -3.042  2.345  -0.580
S  -6.279  -4.222  1.339  0.998
O  -5.901  -3.950  -0.007  -0.567
O  -5.599  -5.417  1.780  -0.662
C  -8.203  -4.678  1.287  0.427
F  -8.392  -5.432  0.202  -0.220
F  -8.554  -5.330  2.390  -0.208
F  -8.942  -3.571  1.240  -0.206
C  -2.699  1.169  0.072  0.175
F  -3.468  2.128  0.649  -0.252
F  -2.628  0.192  0.977  0.067
F  -3.405  0.792  -1.094  -0.274
S  -0.997  1.879  -0.452  0.813
O  -1.389  2.919  -1.361  -0.770
O  -0.422  2.269  0.855  0.238
N  -0.202  0.553  -1.337  -0.455
S  1.324  0.728  -1.164  -0.081
O  2.034  1.816  -1.886  -0.295
O  1.770  0.740  0.232  0.047
C  1.983  -0.962  -1.855  0.177
F  2.049  -0.810  -3.073  -0.141
F  3.133  -1.313  -1.346  -0.147
F  1.158  -1.964  -1.453  -0.127

Results
orbital gap (alpha / beta)	7.47 / 2.22	eV
2S+1	2
⟨S²⟩	0.761
net charge	-1
lowest unoccupied orbital energy (alpha / beta)	0.5 / -4.7	eV


Question: What is the formula in the second record?
Answer: C32H52F30N8O21S10


Question: What is the 2S+1 in the second record?
Answer: 2